{"formula": "C63H154N24O9P6", "method": "wB97M-V/def2-TZVPD", "max_force_ev_per_a": 10.496, "total_charge": 0, "gap_ev": 8.318, "mol_weight_da": 1577.93, "species": ["C", "C", "O", "C", "O", "O", "H", "H", "H", "H", "C", "C", "C", "C", "N", "H", "H", "H", "H", "H", "H", "H", "C", "C", "C", "C", "N", "H", "H", "H", "H", "H", "H", "H", "C", "C", "C", "C", "N", "H", "H", "H", "H", "H", "H", "H", "C", "C", "C", "C", "N", "H", "H", "H", "H", "H", "H", "H", "C", "C", "C", "C", "N", "H", "H", "H", "H", "H", "H", "H", "C", "C", "C", "C", "N", "H", "H", "H", "H", "H", "H", "H", "O", "P", "N", "C", "C", "N", "C", "C", "N", "C", "C", "H", "H", "H", "H", "H", "H", "H", "H", "H", "H", "H", "H", "H", "H", "H", "H", "H", "H", "O", "P", "N", "C", "C", "N", "C", "C", "N", "C", "C", "H", "H", "H", "H", "H", "H", "H", "H", "H", "H", "H", "H", "H", "H", "H", "H", "H", "H", "O", "P", "N", "C", "C", "N", "C", "C", "N", "C", "C", "H", "H", "H", "H", "H", "H", "H", "H", "H", "H", "H", "H", "H", "H", "H", "H", "H", "H", "O", "P", "N", "C", "C", "N", "C", "C", "N", "C", "C", "H", "H", "H", "H", "H", "H", "H", "H", "H", "H", "H", "H", "H", "H", "H", "H", "H", "H", "O", "P", "N", "C", "C", "N", "C", "C", "N", "C", "C", "H", "H", "H", "H", "H", "H", "H", "H", "H", "H", "H", "H", "H", "H", "H", "H", "H", "H", "O", "P", "N", "C", "C", "N", "C", "C", "N", "C", "C", "H", "H", "H", "H", "H", "H", "H", "H", "H", "H", "H", "H", "H", "H", "H", "H", "H", "H"], "coordinates": [[4.75598, 0.13325, 2.14129], [5.24278, 0.54523, 0.75531], [6.11915, -0.50535, 0.31015], [6.47660, -1.27095, 1.36696], [7.38431, -2.12619, 1.42257], [5.72365, -0.88118, 2.45214], [3.69153, -0.09911, 2.17367], [4.92485, 0.95592, 2.83613], [5.88015, 1.42330, 0.85950], [4.44470, 0.63504, 0.01836], [-5.60991, 1.64197, -2.15774], [-4.53716, 2.55881, -1.51880], [-4.96681, 3.16524, -0.10632], [-6.38455, 3.71501, 0.06148], [-7.42064, 4.01918, 0.21357], [-5.24990, 1.31499, -3.13323], [-6.48137, 2.21062, -2.48223], [-5.90088, 0.71256, -1.66822], [-4.40158, 3.44057, -2.14507], [-3.66984, 1.90762, -1.41015], [-4.33534, 3.97919, 0.24982], [-5.01532, 2.37821, 0.64623], [4.12935, 4.83251, -4.16857], [2.65325, 4.48071, -3.81389], [2.30023, 2.99748, -3.83849], [2.41155, 2.36759, -5.18970], [2.44246, 1.96343, -6.24690], [4.17244, 5.92164, -4.17529], [4.43121, 4.39315, -5.11933], [4.88418, 4.59748, -3.41817], [1.93741, 5.10329, -4.35062], [2.51657, 4.81426, -2.78522], [1.29753, 2.68121, -3.55097], [2.98668, 2.48186, -3.16692], [-1.95126, -3.16868, 4.46551], [-1.11809, -2.39252, 5.45085], [-1.83555, -1.80565, 6.72447], [-2.97095, -2.64135, 7.17513], [-3.82977, -3.28366, 7.48664], [-2.54244, -3.94450, 4.95203], [-1.32125, -3.70736, 3.75769], [-2.67954, -2.50153, 4.00440], [-0.54560, -1.52051, 5.13468], [-0.44121, -3.13260, 5.87772], [-2.15848, -0.76462, 6.73303], [-1.19525, -1.91303, 7.60002], [5.22439, 4.39752, 3.35935], [5.51448, 4.50811, 1.87068], [7.09814, 4.48626, 1.40537], [8.02616, 3.68992, 2.22088], [8.71869, 3.03682, 2.93710], [5.69007, 5.06868, 4.08101], [5.52910, 3.40691, 3.69689], [4.15353, 4.56555, 3.47396], [4.99721, 5.39932, 1.51531], [5.24477, 3.63668, 1.27404], [7.49487, 5.49809, 1.48848], [7.20659, 4.10284, 0.39081], [-0.98442, 6.86259, 2.12955], [-1.72899, 6.03922, 1.14536], [-1.45630, 6.22174, -0.32242], [-0.02427, 6.36581, -0.68179], [1.06033, 6.53891, -0.90942], [0.09017, 6.93613, 1.96241], [-1.17908, 6.71712, 3.19211], [-1.33006, 7.88819, 2.00001], [-2.81174, 6.09133, 1.25954], [-1.48307, 5.00550, 1.38832], [-1.91665, 7.13078, -0.70949], [-1.88853, 5.45674, -0.96744], [-1.76249, -0.74923, -7.84250], [-1.42397, -1.11871, -6.42032], [-0.20796, -0.37660, -5.85610], [-0.57525, 1.00132, -5.45017], [-0.82509, 2.03864, -5.08566], [-0.91163, -0.84200, -8.51743], [-2.14401, 0.26837, -7.75873], [-2.52562, -1.43419, -8.21204], [-1.16536, -2.17708, -6.45321], [-2.23466, -1.05633, -5.69438], [0.59451, -0.35663, -6.59350], [0.23087, -0.83201, -4.96834], [1.83260, 0.27820, -1.00462], [0.66608, 0.56181, -0.15433], [-0.62095, 1.02202, -1.08954], [-0.96224, 2.39196, -1.43298], [-1.16218, 0.03095, -2.10570], [0.70288, 1.85796, 1.07114], [-0.24305, 2.00168, 2.13890], [1.82392, 2.77311, 1.27789], [0.02682, -0.82485, 0.75664], [-1.37065, -1.14006, 1.02862], [1.02605, -1.61404, 1.52054], [-1.43083, 2.46760, -2.41420], [-0.10804, 3.06897, -1.44248], [-1.61389, 2.75002, -0.63596], [-1.12025, -1.03060, -1.86187], [-0.61208, 0.15863, -3.03801], [-2.23391, 0.16909, -2.24856], [0.07253, 1.32835, 2.93585], [-0.41814, 3.04225, 2.41216], [-1.20579, 1.68571, 1.73717], [2.20407, 2.68751, 2.29586], [2.56580, 2.62706, 0.49279], [1.33720, 3.73237, 1.10180], [-1.48333, -1.43098, 2.07301], [-1.96153, -0.22412, 1.02561], [-1.76232, -1.88004, 0.33068], [1.98031, -1.34366, 1.06845], [0.92841, -2.69965, 1.52481], [0.96106, -1.27555, 2.55460], [-4.20441, 6.26048, -1.83363], [-4.17485, 6.61205, -3.25745], [-4.09454, 8.31464, -3.56195], [-4.92413, 9.10121, -2.64907], [-3.75876, 8.93108, -4.83274], [-5.58420, 6.21198, -4.12225], [-6.88491, 5.98725, -3.49362], [-5.75727, 6.51172, -5.55070], [-2.91776, 5.79844, -4.21159], [-1.55414, 6.28325, -4.15816], [-2.97456, 4.39480, -4.51572], [-4.78319, 8.80594, -1.60933], [-5.98462, 8.98270, -2.87138], [-4.67689, 10.15780, -2.75190], [-2.97925, 9.68795, -4.74557], [-4.63161, 9.43196, -5.25149], [-3.35307, 8.12124, -5.43910], [-7.32412, 6.95981, -3.27149], [-7.59875, 5.45960, -4.12617], [-6.75259, 5.44327, -2.55838], [-4.91541, 6.09856, -6.10629], [-6.67587, 6.06377, -5.92966], [-5.86985, 7.58321, -5.71601], [-1.10965, 5.92776, -3.22856], [-0.92669, 5.90060, -4.96314], [-1.55517, 7.37060, -4.23416], [-2.61968, 3.69393, -3.76012], [-2.45338, 4.31293, -5.46954], [-4.02052, 4.13955, -4.68573], [-1.54030, -2.81971, -3.77278], [-0.32506, -3.75169, -3.72947], [-0.29854, -4.93005, -4.94973], [0.74937, -5.87021, -5.19680], [-1.47613, -5.18867, -5.73923], [-0.23924, -4.68824, -2.26197], [0.98662, -4.99745, -1.59019], [-1.49416, -5.08133, -1.61602], [1.15599, -2.87819, -3.78104], [2.10877, -3.05249, -4.87681], [1.65401, -2.03760, -2.71181], [0.57481, -6.89097, -4.85669], [1.53189, -5.56415, -4.50248], [1.06139, -5.92059, -6.23998], [-1.64339, -6.26401, -5.80060], [-1.41520, -4.80214, -6.75657], [-2.32478, -4.73884, -5.22390], [0.96826, -5.89335, -0.96961], [1.85136, -4.91203, -2.24823], [1.24937, -4.18379, -0.91415], [-2.30563, -4.88239, -2.31604], [-1.56665, -6.10066, -1.23681], [-1.63263, -4.38567, -0.78838], [2.46682, -2.06087, -5.15355], [2.90369, -3.76225, -4.64783], [1.62384, -3.34002, -5.80969], [1.37481, -1.00994, -2.94434], [2.71513, -1.94002, -2.48241], [1.10734, -2.16477, -1.77742], [4.14626, -6.16002, -1.95041], [5.38824, -5.43250, -1.45513], [5.09186, -4.55523, -0.05722], [4.06520, -3.46857, -0.08581], [5.15287, -5.20431, 1.23199], [5.98298, -4.22853, -2.47101], [5.49142, -4.22749, -3.85109], [6.90600, -3.13838, -2.12277], [6.82497, -6.38867, -1.20730], [7.01912, -7.65847, -1.93303], [8.06725, -5.86627, -0.64053], [3.34219, -3.65836, -0.87912], [4.46520, -2.46611, -0.23799], [3.48276, -3.35688, 0.82873], [4.18532, -5.68434, 1.37868], [5.36230, -4.45124, 1.99168], [5.98490, -5.90251, 1.32337], [6.29030, -4.61420, -4.48381], [4.60999, -4.86080, -3.95157], [5.17900, -3.22696, -4.15016], [6.98500, -2.99295, -1.04541], [7.89012, -3.28858, -2.56668], [6.44361, -2.19368, -2.40884], [6.75772, -7.56932, -2.98746], [7.99957, -8.13009, -1.86662], [6.32831, -8.38097, -1.49843], [7.83798, -5.10103, 0.10105], [8.65890, -5.40347, -1.43039], [8.69928, -6.60148, -0.14243], [-3.61092, 3.57689, 2.90108], [-4.06294, 3.45481, 4.33615], [-4.10433, 1.82035, 4.98328], [-3.17406, 0.86306, 4.35546], [-4.59473, 1.49330, 6.29641], [-5.58901, 4.14107, 4.60609], [-6.79821, 3.35347, 4.37982], [-5.76041, 5.55771, 4.63839], [-2.99833, 4.26618, 5.43143], [-1.59630, 4.43598, 5.03554], [-3.37581, 4.50160, 6.82345], [-2.19778, 1.08464, 4.78661], [-3.25895, 0.96379, 3.27345], [-3.58794, -0.12441, 4.55967], [-4.86444, 0.43806, 6.25380], [-5.46809, 2.06021, 6.61885], [-3.81570, 1.52491, 7.05813], [-7.64503, 3.65487, 4.99639], [-7.08347, 3.34921, 3.32782], [-6.60999, 2.30531, 4.61228], [-5.43981, 5.99402, 5.58441], [-5.22881, 5.95476, 3.77361], [-6.80026, 5.85393, 4.50032], [-0.99721, 3.54751, 5.23506], [-1.49368, 4.55421, 3.95684], [-1.26205, 5.34016, 5.54429], [-2.77481, 3.93152, 7.53190], [-4.44723, 4.32749, 6.92261], [-3.38422, 5.58203, 6.96736], [0.49507, -5.28972, 4.65275], [0.45395, -6.76852, 4.29688], [0.03353, -7.24975, 2.70122], [0.06486, -8.66511, 2.22712], [-0.78122, -6.31236, 1.89233], [-0.62536, -7.61531, 5.37943], [-1.57670, -6.89610, 6.11789], [-0.68351, -9.00920, 5.48586], [1.96278, -7.48881, 4.59701], [2.56138, -7.30376, 5.94552], [2.92328, -7.61813, 3.57909], [0.83505, -9.26539, 2.71144], [0.17072, -8.54799, 1.14861], [-0.96645, -8.98946, 2.36598], [-0.23766, -5.36890, 1.94268], [-1.82129, -6.28992, 2.21767], [-0.84457, -6.67430, 0.86613], [-2.48636, -7.48045, 6.25627], [-1.16753, -6.71562, 7.11193], [-1.79183, -5.93880, 5.64314], [0.04285, -9.34134, 6.22760], [-1.65060, -9.45617, 5.71620], [-0.42436, -9.43953, 4.51851], [3.05857, -6.33416, 5.97341], [1.80130, -7.29845, 6.72677], [3.28576, -8.07845, 6.19700], [3.50409, -6.70483, 3.45007], [2.48554, -7.80053, 2.59765], [3.64496, -8.39167, 3.84158]], "atomic_forces_ev_per_a": [[1.2, 0.7, -0.5], [0.0, 0.1, -0.3], [0.3, -0.8, 0.3], [2.0, -1.3, 0.9], [-3.6, 3.0, -0.5], [-0.1, -1.1, 0.1], [0.2, -1.0, 0.1], [-0.1, -0.1, 0.1], [-0.2, 0.2, -0.4], [0.1, 0.3, 0.0], [0.1, 0.7, -1.1], [-2.0, 0.0, 1.2], [-1.4, -0.2, -0.1], [9.7, -3.2, -2.3], [-8.4, 2.6, 1.3], [0.5, -0.1, -0.1], [-0.4, 0.0, 0.6], [0.1, 0.3, 0.6], [0.5, -0.3, -0.3], [0.3, 0.7, 0.2], [0.3, -0.3, -0.1], [0.6, -0.1, 0.1], [-0.9, 0.2, 0.0], [0.4, 0.3, 0.9], [0.4, -1.0, -1.0], [0.2, 1.5, 2.5], [0.1, -1.0, -2.0], [0.1, 0.1, -0.6], [0.0, 0.3, -0.1], [-0.3, -0.6, 0.2], [0.2, -0.2, -0.5], [-0.1, -0.1, 0.2], [-0.2, 0.7, 0.4], [0.0, -0.2, 0.0], [-0.6, 0.5, -0.2], [0.2, 0.0, 2.1], [-0.7, -1.3, 0.7], [3.2, 2.9, -1.8], [-3.4, -2.6, 1.3], [0.1, 0.1, 0.3], [0.0, 0.4, -0.2], [0.0, -0.1, -0.5], [0.1, -0.4, -0.9], [0.5, 0.2, -0.2], [0.0, 0.0, -0.5], [0.6, 0.3, -0.2], [0.0, -0.8, 0.0], [2.5, -0.2, -0.6], [-0.8, 0.8, 1.1], [1.8, -2.7, 3.1], [-2.6, 2.6, -2.9], [0.4, 0.4, -0.6], [-0.4, -0.1, 0.2], [-0.1, -0.4, 0.2], [0.5, -0.1, -0.6], [-1.2, 0.0, 0.5], [0.0, 0.1, -0.4], [-0.2, 0.4, -0.1], [0.1, 2.5, 0.2], [-0.3, -2.3, 0.4], [0.8, 1.0, -1.2], [-4.0, -0.7, 1.2], [3.7, 0.4, -0.8], [0.1, -0.4, 0.0], [-0.1, -0.7, -0.2], [0.1, 0.5, -0.1], [0.0, 0.2, 0.2], [-0.2, -0.4, -0.1], [-0.1, 0.2, 0.1], [-0.1, -0.3, 0.3], [-0.6, 0.4, 0.6], [0.9, -1.4, 0.4], [-0.2, 0.6, 0.0], [1.2, -3.0, -1.3], [-0.8, 2.6, 0.9], [0.1, 0.3, 0.1], [-0.1, 0.1, -0.9], [-0.2, 0.3, 0.0], [0.2, -0.2, 0.4], [-0.2, 0.1, -0.3], [0.0, 0.4, -0.1], [-0.3, -0.3, 0.1], [1.3, 0.2, 1.2], [-3.3, 0.3, 2.5], [-1.0, -1.9, -0.8], [0.3, 0.4, 0.9], [0.5, 0.4, 0.5], [1.7, -1.3, -2.3], [-1.0, -1.3, -1.1], [-1.0, -0.3, -1.2], [1.4, 0.5, -1.2], [0.4, 1.1, 0.2], [-0.4, 1.4, -0.5], [0.0, -0.2, 0.2], [0.3, -0.1, -0.1], [-0.4, 0.5, -0.3], [0.6, 0.1, 0.6], [-0.3, 0.0, -0.1], [0.0, 0.5, -0.1], [-0.4, 0.4, 0.7], [0.5, 0.0, 0.2], [-0.3, -0.2, 0.4], [0.3, 0.1, 0.0], [0.3, 0.0, 0.3], [0.7, 0.7, 0.4], [0.2, -0.6, 0.0], [-0.2, 0.0, -0.6], [-0.2, -0.1, 0.2], [0.3, -0.3, 0.3], [-0.4, 0.0, -0.4], [0.4, -0.1, 0.3], [-0.3, 0.1, 0.4], [0.2, 0.0, -3.4], [1.0, -1.2, 1.2], [0.1, -0.1, -0.1], [0.2, -0.6, 0.4], [-0.3, -1.4, -0.3], [0.6, 0.5, 1.0], [0.6, 0.1, 0.5], [-1.5, 2.2, 0.9], [-0.2, 0.3, 0.6], [-1.3, 0.1, -0.6], [0.1, 0.0, -0.1], [-0.3, 0.1, -0.1], [0.1, 0.0, 0.0], [0.2, 0.1, 0.3], [-0.1, -0.2, -0.4], [-0.3, 0.3, -0.6], [-0.4, 0.1, 0.2], [0.4, -0.2, -0.2], [-0.1, 0.0, 0.0], [0.0, 0.3, -0.2], [0.1, -0.2, 0.2], [0.2, 0.1, -0.2], [0.5, 0.3, 0.2], [-0.3, -0.2, -0.3], [0.3, 0.0, 0.3], [0.5, 0.2, 0.0], [0.2, -0.7, 0.2], [-0.1, -0.2, -0.1], [2.0, -2.3, 0.0], [-0.2, 0.5, 1.4], [-0.6, 1.1, -0.3], [1.1, 0.2, 1.6], [-0.7, 0.3, 0.3], [-0.7, 0.3, -1.7], [0.8, 1.4, 0.4], [0.2, 1.4, -0.3], [-0.3, -2.3, -0.7], [-0.7, 0.6, -0.5], [-1.5, 1.5, 0.5], [-0.8, -0.2, -0.1], [0.7, -0.1, -0.6], [0.2, 0.3, 0.0], [0.0, -0.1, 0.1], [0.1, 0.1, -0.1], [-0.2, 0.0, -0.3], [0.0, -0.3, -0.6], [-0.1, -0.9, -0.3], [-0.2, 0.2, 0.8], [-0.1, -0.2, 0.1], [0.4, -0.1, -0.3], [-0.4, -0.1, 0.5], [0.6, 0.1, 0.3], [0.1, 0.3, 0.0], [-0.3, -0.5, 0.2], [0.2, 0.3, -0.2], [0.2, -1.0, -0.4], [0.1, -0.5, 0.1], [2.5, 0.8, 0.3], [0.4, 0.0, -0.3], [0.4, 0.6, 0.1], [0.2, -0.3, -0.8], [0.1, 0.1, 0.2], [-1.5, 0.1, -0.2], [0.4, -0.1, 0.5], [-1.0, -0.3, 0.5], [-0.7, -0.6, 0.8], [-1.6, -0.1, 0.1], [-0.6, 1.0, -0.2], [0.0, 0.0, -0.1], [0.5, -0.1, -0.3], [0.2, -0.7, 0.3], [0.1, -0.3, 0.7], [-0.3, 0.1, 0.2], [-0.2, -0.2, -0.3], [-0.1, 0.2, -0.5], [0.2, -0.2, 0.1], [0.3, 0.2, -0.1], [0.2, -0.6, 0.1], [0.0, 0.2, -0.1], [0.2, 0.1, -0.6], [0.1, 0.0, -0.2], [0.2, 0.7, 0.3], [-0.1, -0.3, -0.2], [0.1, 0.1, 0.0], [0.3, 0.1, 0.0], [-0.4, -0.4, -0.1], [-0.1, -0.7, 1.9], [0.5, -0.1, 0.9], [-0.9, 2.2, -2.3], [-1.5, 0.8, 0.4], [0.3, -0.8, -0.1], [0.3, -2.1, 1.0], [0.3, -0.9, -0.4], [0.3, 0.8, -0.6], [-1.1, -0.5, -1.7], [-0.8, 0.0, 0.0], [-0.5, 0.6, -1.2], [0.5, -0.8, -0.4], [0.6, 0.3, 0.0], [0.5, -0.3, 0.3], [-0.4, -0.1, 0.1], [0.2, 0.1, -0.2], [0.2, 0.4, 0.3], [0.2, 0.4, 0.0], [-0.2, 0.3, -0.1], [0.1, 0.0, 0.1], [0.3, 0.2, -0.1], [0.2, 0.7, 0.2], [-0.1, -0.4, 0.0], [0.3, 0.0, 0.6], [-0.4, 0.3, 0.0], [0.6, -0.2, 0.0], [-0.1, 0.2, 0.1], [0.1, -0.7, 0.2], [0.8, 0.2, 0.6], [-0.9, -2.2, -1.3], [-0.2, -0.2, 1.4], [1.2, 0.7, 1.1], [-1.2, 2.0, 0.0], [0.7, -0.9, 0.6], [1.3, 1.9, -2.5], [-0.4, 1.1, 1.2], [1.1, -1.7, -0.6], [-1.9, -0.5, 1.2], [-0.7, 0.4, -0.6], [1.2, 0.3, -1.1], [-0.3, 0.1, -0.2], [0.6, -0.6, -0.1], [0.1, -1.0, 0.2], [-0.7, 0.3, -0.2], [-0.1, 0.5, 0.3], [0.4, 0.0, -0.1], [-0.2, 0.1, -0.2], [-0.3, 0.4, 0.4], [-0.2, 0.0, 0.2], [0.0, -0.6, 0.2], [-0.3, 0.5, 0.2], [0.3, -0.4, 0.2], [0.2, 0.1, 0.1], [-0.2, 0.0, -0.2], [-0.1, -0.2, -0.4], [0.3, 0.3, 0.0], [0.0, -0.3, 0.2], [-0.1, -0.3, -0.2]]}